(1)
Formula: C30H36N5O3PPtTe
Source: OMol25
Level of theory: ωB97M-V/def2-TZVPD

Structure (XYZ):
```
77
Properties=species:S:1:pos:R:3:forces:R:3:lowdin_charge:R:1
Pt -0.726704 0.440433 0.790527 0.1 0.1 -0.1 0.8502
C -5.171680 -1.150887 -0.083392 0.0 0.0 0.0 -0.0337
O -4.362721 -2.328777 0.068092 0.0 0.0 0.0 -0.1577
C -3.770676 -2.440346 1.320705 0.0 0.0 0.0 -0.2477
C -4.220019 -3.401483 2.191653 0.0 0.0 0.0 -0.0087
C -3.563783 -3.591077 3.409168 0.0 0.0 0.0 -0.0901
C -2.461178 -2.820507 3.693955 0.0 0.0 0.0 -0.0541
C -1.968265 -1.839150 2.815225 0.0 0.0 0.0 -0.1342
C -0.737248 -1.186277 3.228017 0.0 0.0 0.0 -0.0740
N -0.094084 -0.338884 2.516785 -0.1 0.0 0.0 -0.1879
N 1.094236 0.176543 2.996144 0.0 0.0 0.0 0.0790
C 1.553073 1.078106 2.165381 -0.1 0.0 0.0 -0.4401
O 0.967545 1.442575 1.067391 0.0 0.0 0.1 -0.2475
C 2.841053 1.748972 2.467563 0.0 0.0 0.0 -0.1407
C 3.352730 2.664255 1.552701 0.0 0.0 0.0 -0.0054
C 4.557810 3.299506 1.811767 0.0 0.0 0.0 -0.0713
C 5.252184 3.027660 2.982061 0.0 0.0 0.0 -0.0907
C 4.740708 2.114243 3.895624 0.0 0.0 0.0 -0.0860
C 3.538845 1.474219 3.640574 0.0 0.0 0.0 -0.0324
C -2.655816 -1.602086 1.595692 0.0 -0.1 0.0 -0.3046
O -2.354838 -0.736892 0.656513 0.0 0.0 0.0 -0.3373
H -5.563893 -1.171330 -1.097822 0.0 0.0 0.0 0.0925
H -4.573875 -0.253684 0.067731 0.0 0.0 0.0 0.0888
H -5.998462 -1.183350 0.628201 0.0 0.0 0.0 0.0976
H -5.076794 -4.000271 1.908861 0.0 0.0 0.0 0.1210
H -3.909254 -4.337832 4.110089 0.0 0.0 0.0 0.1003
H -1.930984 -2.974171 4.626600 0.0 0.0 0.0 0.1103
H -0.311385 -1.453973 4.191750 0.0 0.0 0.0 0.1292
H 2.800655 2.872323 0.645929 0.0 0.0 0.0 0.1007
H 4.952882 4.009156 1.095586 0.0 0.0 0.0 0.0966
H 6.192095 3.525954 3.183971 0.0 0.0 0.0 0.0991
H 5.280932 1.901361 4.809189 0.0 0.0 0.0 0.0993
H 3.128225 0.760981 4.341797 0.0 0.0 0.0 0.1047
C 3.540290 5.930884 -1.294959 0.0 0.0 0.0 -0.0549
C 2.396112 4.953143 -1.300705 0.0 0.0 0.0 -0.2870
C 2.368507 3.879647 -2.176531 0.0 0.0 0.0 -0.0283
C 1.305486 2.976513 -2.201926 0.0 0.0 0.0 -0.3200
C 1.368596 1.825528 -3.169277 0.0 0.0 0.0 -0.1076
C 0.236274 3.155351 -1.318992 0.0 0.0 0.0 -0.5179
Te -1.409903 1.804831 -1.327658 0.0 0.0 0.1 0.8962
C 0.255484 4.222685 -0.409574 0.0 0.0 0.0 -0.3270
C -0.829076 4.428168 0.610895 0.0 0.0 0.0 -0.1012
C 1.331805 5.103113 -0.421130 0.0 0.0 0.0 -0.0294
H 4.377254 5.562562 -1.888447 0.0 0.0 0.0 0.0722
H 3.895017 6.115062 -0.279213 0.0 0.0 0.0 0.0706
H 3.235027 6.893609 -1.710617 0.0 0.0 0.0 0.0794
H 3.196671 3.732952 -2.862694 0.0 0.0 0.0 0.1098
H 2.282847 1.872344 -3.761692 0.0 0.0 0.0 0.0712
H 0.513137 1.819996 -3.846095 0.0 0.0 0.0 0.0593
H 1.344383 0.871654 -2.637441 0.0 0.0 0.0 0.0456
H -0.847250 3.593792 1.315963 0.0 0.0 0.0 0.0553
H -1.814894 4.466312 0.146954 0.0 0.0 0.0 0.0502
H -0.661291 5.350709 1.166794 0.0 0.0 0.0 0.0730
H 1.342723 5.924354 0.288706 0.0 0.0 0.0 0.1172
C -2.237241 -4.169701 -2.053515 0.0 0.0 0.0 -0.1206
N -1.893597 -2.881733 -1.351336 0.1 0.0 0.1 -0.0628
C -0.731721 -3.145922 -0.395718 0.1 0.0 -0.1 -0.1138
N 0.384085 -3.705630 -1.090832 0.0 0.0 0.0 -0.1416
C -0.011678 -4.923715 -1.782517 0.0 0.0 0.0 -0.1721
N -1.101702 -4.713013 -2.734022 0.0 0.0 0.0 -0.1514
C -0.667952 -3.881659 -3.863774 0.0 0.0 0.0 -0.3351
P -0.085324 -2.172512 -3.385464 -0.1 -0.1 0.0 1.0383
C -1.555871 -1.797325 -2.326241 0.1 0.0 0.0 -0.3123
C 1.012474 -2.725068 -1.986113 0.0 0.0 0.0 -0.3152
H -3.049955 -3.957905 -2.748064 0.0 0.0 0.0 0.1433
H -2.584220 -4.862703 -1.285662 0.0 0.0 0.0 0.1452
H -2.711494 -2.559908 -0.804197 0.0 0.0 0.0 0.1232
H -1.107394 -3.834386 0.361854 0.0 0.0 0.0 0.1489
H -0.472982 -2.186584 0.050418 0.0 0.0 0.0 0.1013
H -0.340172 -5.653730 -1.039607 0.0 0.0 0.0 0.1340
H 0.848120 -5.328711 -2.315311 0.0 0.0 0.0 0.1319
H -1.495313 -3.788336 -4.571436 0.0 0.0 0.0 0.0860
H 0.134322 -4.407523 -4.384951 0.0 0.0 0.0 0.0859
H -2.433152 -1.621683 -2.950906 0.0 0.0 0.0 0.1043
H -1.354771 -0.890487 -1.753947 0.0 0.0 0.0 -0.0480
H 1.300445 -1.845368 -1.405219 0.0 0.0 0.0 0.0892
H 1.926568 -3.154884 -2.399860 0.0 0.0 0.0 0.0892
```
Positions in Å, forces in eV/Å.

## Properties
Relative energy (zero: lowest compared OMol25 entry of this formula, charge and spin) ... 0.5 kcal per mole
Charge ... 0
HOMO energy ... -6.58 eV
Gap between HOMO and LUMO ... 6.707 eV

=====

(2)
Formula: C13H31NO13P2S
Source: OMol25
Level of theory: ωB97M-V/def2-TZVPD

Structure (XYZ):
```
61
Properties=species:S:1:pos:R:3:forces:R:3:lowdin_charge:R:1
C 2.521467 -0.595287 -0.507082 -0.4 0.0 -0.3 -0.1412
C 1.731135 0.780452 -1.036575 1.2 -1.3 0.6 -0.2252
C 1.414621 1.681489 0.295755 0.4 -0.2 -1.6 -0.1170
C 0.213535 2.783703 0.122927 1.4 0.2 2.4 -0.3712
N 0.047254 3.281601 1.572926 0.2 -1.1 -0.8 0.0674
O 0.726054 4.014138 -0.549324 -2.4 -1.5 -3.7 0.0177
C -0.054501 4.175145 -1.790809 2.7 1.9 -3.1 -0.2162
O 0.447749 4.668132 -2.950558 -4.1 -3.4 8.4 0.0277
O -1.416782 3.696312 -1.475608 3.3 -0.5 -0.4 -0.0220
C -1.130106 2.419451 -0.742173 1.1 0.8 -1.6 -0.2065
S -2.658183 1.752080 0.110351 -6.0 0.5 5.2 0.8096
C -3.374832 0.409865 -1.041071 0.7 0.1 -1.7 -0.1400
O -3.811201 2.807400 0.272577 4.6 -3.1 -1.5 -0.3889
O -2.403976 1.076867 1.481263 0.7 1.8 -4.6 -0.3934
H 3.288188 -0.302620 0.338825 -1.6 -0.7 -1.6 0.0807
H 1.705536 -1.368873 -0.107011 2.0 1.7 -0.7 0.0956
H 3.118429 -1.115810 -1.389338 -1.3 1.1 1.8 0.0783
H 2.483729 1.314543 -1.768838 -1.8 -0.8 1.4 0.1195
H 0.782038 0.391187 -1.606311 1.8 1.0 1.1 0.0877
H 1.200265 0.990443 1.215470 0.1 1.3 -1.8 0.1327
H 2.407452 2.292436 0.551889 -2.3 -1.2 -0.6 0.1496
H -0.291889 2.474850 2.157632 0.3 1.0 -0.9 0.0616
H 1.054118 3.444856 1.876956 -1.7 -0.2 -0.5 0.0981
H -0.979424 1.681439 -1.640023 0.2 0.9 2.1 0.1249
H -3.478445 0.939533 -2.100048 0.0 -1.1 2.3 0.0775
H -4.428005 0.018994 -0.678760 2.4 1.2 -0.3 0.1125
H -2.583632 -0.443769 -1.162403 -1.5 1.5 0.4 0.0911
C -0.521815 -3.762925 -6.387174 0.4 -0.5 -0.8 -0.1647
O -0.973343 -3.737486 -5.048321 -0.3 2.6 -2.0 -0.2516
P -1.738068 -2.261658 -4.568392 -1.5 -4.1 9.4 0.7418
O -1.058001 -2.362900 -3.199251 0.5 0.7 -1.5 -0.2495
O -3.186743 -3.036267 -4.485820 0.5 1.4 -0.4 -0.2537
C -3.789345 -3.423699 -5.700145 -0.2 -0.5 -0.3 -0.1318
O -2.502780 -0.785911 -4.088577 0.3 -0.1 -3.5 -0.2662
C -1.646618 0.340760 -4.121646 0.3 0.5 0.0 -0.1629
H 0.516368 -4.103592 -6.402680 -0.1 0.1 -0.1 0.0885
H -1.134655 -4.462183 -6.959564 0.1 0.1 -0.2 0.0814
H -0.577907 -2.771828 -6.846678 0.2 -0.2 -0.3 0.0726
H -3.576139 -4.480853 -5.884863 0.0 0.1 -0.1 0.0910
H -3.423475 -2.826333 -6.537547 -0.2 -0.1 -0.2 0.0813
H -4.867912 -3.293588 -5.614780 0.1 0.1 0.0 0.0914
H -1.255442 0.477251 -5.132744 0.0 0.3 0.2 0.0869
H -0.819436 0.216985 -3.416808 0.0 -0.1 -0.1 0.0591
H -2.220772 1.225750 -3.838843 0.0 -0.1 -0.2 0.0796
C 2.214924 -2.265723 7.028143 0.1 -0.6 0.7 -0.1671
O 2.372271 -1.958649 5.657742 -1.2 2.1 2.2 -0.2552
P 1.895265 -0.355952 5.213857 2.5 -2.0 -9.9 0.7355
O 1.300291 -0.901424 3.911646 -0.6 0.2 1.6 -0.2514
O 3.468244 0.038840 4.939316 -1.1 0.7 0.6 -0.2592
C 4.313503 0.168026 6.060328 0.5 -0.2 0.2 -0.1345
O 1.418316 1.246677 4.770081 0.4 -0.3 3.6 -0.2604
C 0.041154 1.509674 4.964376 -0.7 0.1 -0.1 -0.1580
H 1.679369 -3.214027 7.117698 0.0 0.1 0.1 0.0876
H 3.199667 -2.368012 7.488560 -0.1 0.0 0.2 0.0802
H 1.650125 -1.487562 7.549708 0.0 -0.3 0.3 0.0723
H 4.882735 -0.757537 6.188627 0.0 0.1 0.1 0.0898
H 3.745012 0.375259 6.969075 0.2 0.1 0.2 0.0809
H 5.010834 0.986351 5.882574 -0.1 0.0 0.0 0.0902
H -0.218367 1.359720 6.015152 -0.2 0.2 -0.1 0.0788
H -0.568653 0.856021 4.334121 0.0 0.0 0.1 0.0795
H -0.159198 2.548237 4.692193 0.1 -0.1 0.1 0.0870
```
Positions in Å, forces in eV/Å.

## Properties
Relative energy (zero: lowest compared OMol25 entry of this formula, charge and spin) ... 230.6 kcal per mole
Charge ... 0
HOMO energy ... -9.55 eV
Gap between HOMO and LUMO ... 6.345 eV

=====

(3)
Formula: CH4N2PS
Source: OMol25
Level of theory: ωB97M-V/def2-TZVPD

Structure (XYZ):
```
9
Properties=species:S:1:pos:R:3:forces:R:3:lowdin_charge:R:1
C 1.336462 -0.112531 0.486088 2.8 0.4 -3.2 -0.7310
N 2.413283 -0.120675 -0.430751 -1.4 -1.0 3.3 0.0376
N -3.378353 0.276114 0.229740 -1.7 -1.3 -1.2 -0.2427
P -4.327051 -0.732579 -0.246875 0.6 0.1 0.6 1.1624
S 0.008048 0.710201 0.134561 -1.5 0.6 -0.2 0.5800
H 1.429187 -0.592930 1.417828 0.7 -0.7 0.9 0.0401
H 3.225015 -0.709335 -0.349225 0.0 -0.2 0.6 0.0979
H 2.235672 0.128533 -1.357036 -0.6 0.8 -1.4 0.0564
H -2.942265 1.153204 0.115669 1.2 1.2 0.6 -0.0008
```
Positions in Å, forces in eV/Å.

## Properties
Relative energy (zero: lowest compared OMol25 entry of this formula, charge and spin) ... 55.9 kcal per mole
Charge ... +1
HOMO energy ... -11.85 eV
Gap between HOMO and LUMO ... 4.687 eV